w:
Entry from the Open Molecules 2025 dataset: 2 unconnected molecules or ions with the total composition C11H15N (wB97M-V/def2-TZVPD).

Output
- SMILES string: Cc1c[nH]c2ccccc12.CC
- Molecular weight: 161.248 Da
- E_LUMO: 0.0346 Ha

Element x y z (Å)
H -1.5808 -2.1008 -1.6758
C 2.4755 1.3587 -0.5024
C -0.0998 -1.9946 1.1658
C 0.8579 -0.8791 -0.5259
H -1.3364 3.2905 0.4442
H 2.2889 1.3589 -2.6275
H 0.9657 -0.9614 2.6865
H -0.2665 -3.2861 -1.8838
H -2.3340 0.4067 0.6869
C 2.1146 0.8141 0.7170
H -2.5837 1.4501 2.0835
C -1.8855 2.3861 0.1850
H -2.8683 2.7506 -0.1520
C 1.1695 -0.2388 -1.7362
H -1.4390 -3.5087 -0.6172
C 1.2974 -0.3177 0.6775
H -0.5204 -2.7393 1.8119
C -0.0539 -1.9532 -0.1861
H -0.9673 1.0067 1.5945
C 1.9949 0.8613 -1.7220
N 0.7103 -1.0115 1.7124
H 3.0843 2.2441 -0.4574
H 0.7810 -0.6877 -2.6489
C -1.9500 1.2811 1.2222
C -0.8689 -2.7461 -1.1602
H 2.4742 1.1909 1.6567
H -1.4596 2.0250 -0.7489

x:
Entry from the Open Molecules 2025 dataset: 2 unconnected molecules or ions with the total composition C11H15N (wB97M-V/def2-TZVPD).

Output
- SMILES string: Cc1c[nH]c2ccccc12.CC
- Molecular weight: 161.248 Da
- E_LUMO: 0.0337 Ha

Element x y z (Å)
H -2.0674 -2.8939 -1.7424
C -1.4943 2.3978 0.1951
C -1.3730 -2.5057 -1.0113
H -1.7068 -3.9537 0.5986
H -0.5507 -1.0538 -2.4479
H 2.4927 0.4809 -2.5773
H -0.5936 1.4528 1.9820
H 1.6988 -0.7354 2.3370
C 1.3721 0.0906 -0.7326
H 1.9284 1.8908 -1.7647
C -1.1880 -3.0809 0.2292
C 0.4458 -1.4241 0.7793
C -0.5803 -1.4274 -1.4322
C 1.9973 0.1692 0.4804
H 2.8931 0.7149 0.7303
C 1.6638 0.8518 -1.9688
H 0.1483 2.7840 1.4376
H 0.7966 0.8400 -2.6308
C 0.3667 -0.9210 -0.5624
C -0.8727 2.4563 1.6200
H -2.4360 2.9199 0.0750
N 1.4940 -0.7476 1.3722
H -0.2946 -2.8860 2.1763
C -0.3114 -2.4947 1.1661
H -1.4982 1.3571 -0.1379
H -0.7977 2.8290 -0.5290
H -1.5328 2.8892 2.3582

y:
Entry from the Open Molecules 2025 dataset: 2 unconnected molecules or ions with the total composition C11H15N (wB97M-V/def2-TZVPD).

Output
- SMILES string: Cc1c[nH]c2ccccc12.CC
- Molecular weight: 161.248 Da
- E_LUMO: 0.0342 Ha

Element x y z (Å)
H 0.6050 3.6510 0.4082
C 1.5329 -0.6742 -0.1899
C -2.3192 -2.0864 1.4168
H 0.2182 0.1798 -3.3449
H -0.7093 3.1208 -1.6832
C 1.1914 1.6132 0.4915
H 2.5860 -1.8738 1.2063
H -1.8889 -0.6423 -0.1297
H 3.1688 0.0738 2.6940
H -1.2952 0.9341 -3.0902
N 0.5222 2.7225 0.0329
C -0.5461 0.3309 -2.5723
H -3.2139 -1.5157 1.7002
H -1.5580 -1.7391 2.1130
H 1.3931 -1.5188 -0.8609
C 2.5189 0.1956 1.8398
H -1.0296 -0.6253 -2.3814
C -1.9885 -1.7241 -0.0233
H 2.2178 2.3013 2.2486
C 1.9303 1.4374 1.6600
H -2.6441 -3.1206 1.5545
C 2.2876 -0.8628 0.9579
H -2.7619 -2.0538 -0.7243
C 0.0468 1.0754 -1.4238
C -0.1609 2.3851 -1.1208
C 0.9398 0.5663 -0.4195
H -1.0430 -2.1506 -0.3594

Tell me which of them is the least stable. Sure, it is x.

w:
Entry from the Open Molecules 2025 dataset: 2 unconnected molecules or ions with the total composition C11H15N (wB97M-V/def2-TZVPD).

Output
- SMILES string: Cc1c[nH]c2ccccc12.CC
- Molecular weight: 161.248 Da
- E_LUMO: 0.0349 Ha

Element x y z (Å)
C 0.3879 -4.2964 -1.5095
C -0.2935 0.6473 1.2445
H 1.7281 -1.6199 -0.1282
H -0.2142 -1.5084 1.3261
C 1.9814 0.5304 -0.2729
C 1.4101 1.7757 -0.0790
H 0.5305 4.7370 0.6458
C 0.2708 -0.5956 0.9992
C 0.2669 1.8341 0.7241
H -1.5688 -4.2829 -2.3659
C -1.5629 2.3844 1.8875
C -0.5545 2.9232 1.1553
H -1.1096 -2.7029 -1.7743
H -0.4186 -3.3445 -3.2938
C 1.4150 -0.6560 0.2135
H -0.9908 4.5579 -0.1604
C -0.7387 -3.5880 -2.2823
H -1.9183 0.4095 2.5673
H 0.8180 -5.0865 -2.1228
H 2.8483 0.4258 -0.9183
H -0.0092 -4.7784 -0.6163
C -0.4871 4.3674 0.7809
H 1.1479 -3.5675 -1.2440
N -1.4177 1.0094 1.9386
H -2.3848 2.8605 2.3979
H -0.9410 4.9725 1.5538
H 1.8045 2.5918 -0.6667

x:
Entry from the Open Molecules 2025 dataset: 2 unconnected molecules or ions with the total composition C11H15N (wB97M-V/def2-TZVPD).

Output
- SMILES string: Cc1c[nH]c2ccccc12.CC
- Molecular weight: 161.248 Da
- E_LUMO: 0.0362 Ha

Element x y z (Å)
H 2.0140 0.9568 2.3861
H 0.6699 3.1914 2.4211
H -1.7227 3.1533 0.4118
C 0.6731 -0.4530 -2.0691
C 1.7602 -0.9427 -1.3534
H -1.9628 -3.0106 -0.8916
H -0.7015 -2.7479 1.6349
H -0.6490 4.5227 0.3142
C 1.2935 0.5275 0.5141
H -2.8943 -3.2157 0.5314
C -0.9087 3.4942 0.0291
C 0.3075 1.1419 -0.3521
H 0.4340 -0.8292 -3.1071
H -1.3366 -1.3866 0.7379
C 0.6780 2.4272 1.5924
H 2.5235 -1.6320 -1.7071
H -0.1305 -2.2962 0.1894
C -0.9746 -2.3519 0.7198
N 1.4964 1.2302 1.6787
C -0.1349 0.5877 -1.5517
H -1.4755 -4.3113 0.1161
H -0.9535 0.9382 -2.0298
C -2.0101 -3.3327 0.1038
H -1.0960 3.5909 -1.0252
C 2.1112 -0.5717 -0.0384
C -0.0166 2.3155 0.3606
H 3.0061 -0.9957 0.3841

y:
Entry from the Open Molecules 2025 dataset: 2 unconnected molecules or ions with the total composition C11H15N (wB97M-V/def2-TZVPD).

Output
- SMILES string: Cc1c[nH]c2ccccc12.CC
- Molecular weight: 161.248 Da
- E_LUMO: 0.0327 Ha

Element x y z (Å)
C -2.3903 -0.3539 0.1662
C -0.4669 -0.5420 -1.2945
H -3.0443 0.2459 0.7928
C -1.3722 -2.5095 -0.2821
H 1.4091 -0.1133 -3.9257
N -1.3504 1.4991 -1.2216
H 0.1216 2.4995 -2.3926
C 0.3558 0.3324 -2.1183
H 2.4572 0.4843 -2.6475
H 0.0856 0.6325 3.5764
H 0.7804 2.1740 3.6821
H 1.5813 0.8250 4.5421
H -2.8879 -2.1469 1.1993
C 1.0639 1.1241 3.6398
H 0.2274 -2.5397 -1.7134
H -1.4399 -3.5875 -0.2200
H 2.7669 0.2987 2.5178
C -2.2984 -1.6990 0.4090
C 1.5702 -0.1148 -2.8440
H 1.8638 -1.1489 -2.6540
C -1.5350 0.2012 -0.7969
C -0.4325 -1.9316 -1.1058
H -1.9692 2.2657 -1.0421
C -0.2014 1.5586 -1.9779
H 1.9716 1.6586 1.6702
C 1.8209 0.8103 2.3429
H 1.3127 0.0772 1.6980

z:
Entry from the Open Molecules 2025 dataset: 2 unconnected molecules or ions with the total composition C11H15N (wB97M-V/def2-TZVPD).

Output
- SMILES string: Cc1c[nH]c2ccccc12.CC
- Molecular weight: 161.248 Da
- E_LUMO: 0.0324 Ha

Element x y z (Å)
C 1.9557 0.7554 -0.9202
C -0.4100 -1.4564 2.3819
C 0.6350 -2.4290 2.2622
H 4.5536 -0.6465 -0.6865
H -1.1163 -1.7278 3.1463
H 3.5988 -1.9348 -1.7300
C 2.4954 -0.5321 -0.5781
H 3.9450 -1.9696 -0.0445
C 1.5807 -0.9922 0.5445
H -4.5172 2.0924 -2.3654
N 0.7354 0.8204 -0.2445
H -2.9569 3.3106 -0.2392
H -0.0647 1.5634 -0.4312
C -3.9624 1.7466 -1.4275
H -1.9607 1.9516 -0.5526
C -2.7189 2.5343 -1.1151
H 0.5635 -3.2225 2.9366
C 0.4994 -0.1671 0.6888
H -3.8387 0.7640 -1.8721
H 2.3810 -2.9653 0.9739
H -4.5939 1.6895 -0.6023
H 2.1743 1.1128 -1.7872
H -2.3787 3.0765 -1.9552
H -1.3153 0.4152 1.7006
C -0.5507 -0.3132 1.5517
C 1.6299 -2.1971 1.2393
C 3.6368 -1.2794 -0.8742

Tell me which of them is the least stable. Sure, it is z.

w:
Entry from the Open Molecules 2025 dataset: 2 unconnected molecules or ions with the total composition C11H15N (wB97M-V/def2-TZVPD).

Output
- SMILES string: Cc1c[nH]c2ccccc12.CC
- Molecular weight: 161.248 Da
- E_LUMO: 0.0364 Ha

Element x y z (Å)
H -1.2657 -1.4659 -2.9984
C -2.7226 -2.9893 -3.4710
H -3.5266 -3.5390 -2.9763
C 1.3427 2.2401 2.1360
C -0.5242 -0.7385 0.7661
H -1.2023 0.5780 2.2863
C 2.4856 2.6215 1.5066
N 2.6694 1.7657 0.3962
H 1.2475 3.7441 3.6581
H -0.0764 2.3665 3.7015
H 2.1824 -0.4825 -1.2801
C -1.7925 -2.2586 -2.4899
C 1.5717 -0.3159 -0.4165
C 0.6056 3.0269 3.1626
H 0.2769 -1.9540 -0.7970
H 2.9655 3.5749 1.6275
H -3.2317 -2.2958 -4.1438
H -2.3583 -1.8160 -1.6702
H -0.1799 3.6386 2.6761
C 0.8047 1.0449 1.5439
H -2.2154 -3.6946 -4.1358
H -1.3242 -1.4457 0.9368
C -0.3719 0.3327 1.6364
C 0.4441 -1.0891 -0.1700
H 3.5943 1.4334 0.1812
H -1.1158 -3.0335 -2.1330
C 1.7171 0.7510 0.4666

x:
Entry from the Open Molecules 2025 dataset: 2 unconnected molecules or ions with the total composition C11H15N (wB97M-V/def2-TZVPD).

Output
- SMILES string: Cc1c[nH]c2ccccc12.CC
- Molecular weight: 161.248 Da
- E_LUMO: 0.0340 Ha

Element x y z (Å)
C -0.5943 -1.7827 -0.3976
C 2.7355 1.4712 -0.7601
H -1.7074 0.6616 3.4847
H 2.0741 3.3054 -2.9369
C -0.4181 0.0124 -2.0635
C 1.7969 1.4922 -1.7670
H 3.5922 2.1096 -0.6970
C 1.1850 -0.2169 -0.2755
C -2.6119 -0.9819 2.3997
H 2.3484 0.6600 1.2405
H -1.1606 -0.9126 4.0740
H 1.0652 -1.9551 1.0097
H -1.1737 -2.7531 0.0229
C 2.0287 2.1171 -3.0440
H -2.8261 -0.2856 4.5417
C 0.5627 -1.3678 0.2685
H 1.2428 1.8405 -3.7196
N 2.3379 0.5048 0.2517
C -1.1025 -1.0874 -1.5627
H -1.8181 -1.5308 1.9618
H -3.1795 -0.3185 1.8457
H -1.9225 -1.5125 -2.1427
H 2.8667 1.7576 -3.6579
C -2.0314 -0.3413 3.7322
C 0.8346 0.4695 -1.4453
H -3.3824 -1.7234 2.6747
H -0.7423 0.3676 -3.0380

Tell me which of them is the least stable. Sure, it is x.

w:
Entry from the Open Molecules 2025 dataset: 2 unconnected molecules or ions with the total composition C4H11N3 (wB97M-V/def2-TZVPD).

Output
- Molecular weight: 101.153 Da
- E_LUMO: -0.1089 Ha

Element x y z (Å)
N -0.7454 0.4476 -1.6540
N 1.0809 -0.0809 1.6521
C 1.0014 -0.8867 0.5061
H -1.0650 0.3369 1.4893
H -2.2599 -1.1386 1.7079
H -0.0608 -1.1772 0.3430
C 1.4258 -0.0577 -0.7421
N -2.6224 0.0557 0.1646
H 0.8403 1.8767 -1.4827
H -1.2959 1.1065 -2.2030
H -1.3580 0.2175 -0.8870
C -1.9745 -0.2438 1.1337
H 1.5047 -0.7081 -1.6085
H 1.5716 -1.8183 0.5743
H 1.0939 -0.6717 2.4810
H 0.0604 1.3462 0.0061
H 2.4105 0.3642 -0.5054
C 0.3924 1.0317 -0.9756

x:
Entry from the Open Molecules 2025 dataset: 2 unconnected molecules or ions with the total composition C4H11N3 (wB97M-V/def2-TZVPD).

Output
- SMILES string: [H]/N=C/N.C/C=C/N
- Molecular weight: 101.153 Da
- E_LUMO: 0.0329 Ha

Element x y z (Å)
C 1.9994 -0.4704 -0.9216
H 3.6728 0.8452 -0.6506
C 1.3339 -0.0350 0.1552
H 3.6273 0.0424 -2.2450
N -3.5522 -0.3461 1.0364
H -1.9663 2.1970 0.2262
H -0.2627 -1.2340 0.0061
C -2.6209 0.4440 0.4241
H 4.1023 -0.8472 -0.7845
H -2.2307 0.0796 -0.5239
H -4.0153 0.0368 1.8451
H 1.6432 -1.3996 -1.3655
H 1.7421 0.7199 0.8221
H -4.0971 -1.0111 0.5203
C 3.4330 -0.0777 -1.1809
H -0.6192 -0.0238 1.1153
N -2.2808 1.5565 0.9511
N 0.0914 -0.4766 0.5703

Tell me which of them is the least stable. Sure, it is w.